Entry 1:
33
Properties=species:S:1:pos:R:3:forces:R:3 method="wB97M-V/def2-TZVPD" charge=+1 energy_ha=-656.73907 largest_force_ev_per_a=1.707 mol_weight_g_mol=213.3 e_lumo_ev=-5.7564 orbital_gap_ev=7.1 spin_multiplicity=1
O 0.886834 0.370778 -2.713988 -0.814 -1.271 0.797
C -3.142384 0.842066 0.635561 0.125 0.317 -0.036
C 3.388117 -1.775446 0.660574 -0.288 -0.273 -0.017
C 0.896483 1.664653 -3.253069 -0.172 0.432 -0.346
C 2.098377 -1.300121 0.638042 -0.022 -0.012 -0.032
C -2.534451 -1.467772 0.744049 0.379 -0.091 -0.016
C -1.815243 1.188572 0.630981 0.037 0.208 0.023
C 4.456018 -0.897539 0.734102 0.119 0.116 0.019
C 2.949115 0.947835 0.760606 -0.337 0.176 -0.015
C 0.550497 0.700852 0.678714 -0.156 -0.573 -0.064
C -0.789275 0.220325 0.679575 0.356 -0.007 0.015
C -4.976407 -0.851425 0.689763 -0.150 -0.376 -0.040
C -3.527709 -0.492043 0.686936 -0.287 0.038 -0.009
C 4.232559 0.465794 0.780681 0.249 0.280 0.038
C 1.832102 0.084895 0.695458 -0.056 -0.060 -0.006
C -1.201106 -1.127619 0.743681 -0.129 -0.165 0.056
H -2.829372 -2.503439 0.793676 0.049 -0.163 0.021
H -3.901416 1.607029 0.600917 -0.066 0.146 -0.010
H 1.854662 2.123282 -3.000544 -0.082 -0.081 -0.026
H -0.018678 -0.017484 -2.707944 1.035 0.649 -0.273
H -5.122427 -1.930731 0.675180 0.049 0.018 0.017
H 1.296725 -2.001958 0.549988 -0.124 -0.226 -0.033
H -0.473158 -1.907602 0.819732 0.073 -0.254 0.013
H -5.482413 -0.465648 1.575501 0.070 0.110 0.027
H 0.609961 1.778594 0.667512 -0.011 0.278 -0.001
H 3.576694 -2.836620 0.614296 -0.061 -0.093 -0.017
H -1.534078 2.226897 0.598090 0.015 0.276 -0.030
H -5.491004 -0.442755 -0.180680 0.068 0.118 -0.003
H 2.780100 2.010403 0.797395 -0.034 0.247 0.008
H 0.804572 1.628808 -4.342095 -0.027 0.174 0.033
H 5.066101 1.149632 0.833310 0.030 0.051 0.000
H 5.466108 -1.272612 0.750235 0.138 -0.090 -0.004
H 0.094082 2.280397 -2.836225 0.026 0.102 -0.087



Entry 2:
52
Properties=species:S:1:pos:R:3:forces:R:3 method="wB97M-V/def2-TZVPD" charge=+1 energy_ha=-1932.71668 largest_force_ev_per_a=3.086 mol_weight_g_mol=496.1 e_lumo_ev=-5.6591 orbital_gap_ev=7.0 spin_multiplicity=1
F -2.088349 0.955817 -0.105007 -0.001 0.082 0.258
F -0.673149 -1.024212 -1.213500 0.061 0.006 -0.181
F -0.782454 1.017645 1.655939 0.003 0.144 -0.038
O -3.741548 -3.271078 2.423106 -0.016 0.034 0.037
O -6.510814 0.469151 -2.507372 0.076 -0.033 0.029
O 3.798653 -0.833935 2.718902 0.021 -0.156 0.380
O -2.591277 -1.647444 3.416887 -0.046 0.041 -0.065
O -1.509572 -3.198371 2.190253 0.227 0.140 -0.116
O 3.970914 3.274772 0.061396 0.248 0.175 -0.269
O -7.894651 -1.050491 -1.581202 -0.096 -0.043 0.034
O 5.626288 -1.300862 -0.486803 0.269 0.746 0.180
O 5.497838 0.266942 -2.272743 -0.060 0.728 0.500
O -5.675756 -1.129103 -1.194852 0.046 0.061 0.000
N 4.309686 2.150747 -0.778806 0.029 0.130 -0.033
N 4.587031 0.805649 1.196460 -0.548 -0.004 -0.118
N 2.613330 1.134051 -1.854035 -0.813 2.162 2.047
N 3.319309 3.264230 -2.650781 -0.512 0.343 0.203
N 6.014200 4.066100 1.145437 0.247 0.599 -0.146
C 0.960995 -1.053145 0.547302 0.276 -0.476 -0.473
C 4.174073 -0.047785 1.969840 0.009 0.064 -0.066
C 3.402049 2.217474 -1.806127 0.531 -0.780 -0.461
C -0.276259 -0.496690 -0.043326 -0.052 0.309 0.505
C -6.807765 -0.615659 -1.745965 0.020 0.040 -0.028
C -2.518282 -2.751067 2.634738 -0.121 -0.076 0.020
C -4.551022 -0.485277 -1.795688 0.071 -0.019 -0.094
C -1.014452 0.463344 0.487108 -0.144 -0.090 -0.311
C 4.114103 0.790667 -0.159639 0.693 0.607 -0.122
C 5.063320 3.816394 0.553388 -0.071 -0.976 0.423
C 2.647494 0.550423 -0.447978 -0.423 -1.444 -0.933
C -3.975487 -1.293626 3.560142 -0.125 0.042 0.036
C -5.148013 0.823972 -2.274117 0.107 0.068 0.010
C 2.137322 -0.902727 -0.439650 -0.260 0.339 0.442
C -4.672355 -2.612992 3.292362 -0.138 0.055 0.087
B 5.143140 -0.136359 -1.024661 0.013 -0.726 -0.380
H -4.186481 -1.103888 -2.618000 -0.042 0.009 -0.027
H -5.635967 -2.502424 2.803992 0.069 -0.068 -0.161
H 3.922428 3.363972 -3.449699 0.396 0.065 0.210
H -4.690290 1.199498 -3.185591 -0.150 -0.035 -0.091
H -5.113148 1.603073 -1.509386 -0.001 -0.027 0.028
H -4.166097 -0.896666 4.552819 0.167 -0.035 0.050
H 0.809295 -2.112964 0.740196 -0.090 -0.103 0.189
H 1.188723 -0.560320 1.485366 -0.114 -0.025 0.258
H -4.793672 -3.213549 4.194323 0.047 0.003 0.013
H 2.906114 -1.623868 -0.179228 0.254 0.007 -0.092
H -4.222186 -0.533773 2.816435 0.003 -0.027 -0.029
H 2.614444 3.964714 -2.491950 -0.197 -0.013 -0.277
H 6.446983 0.148794 -2.400766 -0.043 -0.485 -0.560
H 1.755217 -1.135350 -1.427276 0.199 -0.229 -0.225
H 6.344224 -1.116017 0.132096 -0.050 -0.504 0.307
H 1.948567 1.128517 0.156089 0.227 0.397 0.200
H -3.757000 -0.355630 -1.069713 -0.076 -0.080 0.132
H 1.680287 1.529323 -2.020708 -0.121 -0.942 -1.274



Entry 3:
42
Properties=species:S:1:pos:R:3:forces:R:3 method="wB97M-V/def2-TZVPD" charge=+2 energy_ha=-2518.16925 largest_force_ev_per_a=0.412 mol_weight_g_mol=485.3 e_lumo_ev="-8.6454 / -8.7307" orbital_gap_ev="6.4 / 6.3" spin_multiplicity=1
Mo 0.152005 -0.267881 0.306860 0.159 -0.086 -0.160
Cl -2.292421 -5.016236 0.266572 0.007 0.038 0.018
Cl -0.430501 -0.529567 2.641234 0.221 -0.104 -0.312
S -1.083051 -2.104788 -0.004386 0.162 0.206 -0.021
Si 3.509965 -0.711039 -0.906607 -0.354 -0.108 0.049
O 1.766144 -0.484981 -0.345932 -0.193 0.073 0.356
O -4.347202 4.894897 -1.034831 -0.042 -0.043 -0.056
N -1.029763 1.352445 -0.309867 0.078 -0.135 -0.009
N -2.913065 5.468305 -2.690630 0.002 -0.025 -0.034
C -1.390266 -2.833344 1.576561 -0.057 -0.127 0.031
C -1.897280 -3.959776 4.087784 0.004 0.025 0.021
C -1.350320 -2.680088 4.022028 -0.041 -0.110 -0.048
C -3.337632 4.704495 -1.670115 0.114 0.103 0.170
C 3.404806 -2.207252 -1.971276 0.027 -0.028 -0.027
C -1.130933 -2.181084 2.763080 0.101 0.266 0.094
C 4.417987 -0.917906 0.680372 0.033 0.036 0.043
C -0.507520 2.144549 -1.273196 -0.067 0.120 0.031
C -1.934477 -4.115226 1.683641 -0.019 -0.074 -0.057
C 3.820087 0.871345 -1.800915 0.040 0.072 -0.012
C -1.192257 3.233811 -1.764109 0.072 -0.046 0.023
C -2.255284 1.635861 0.189707 -0.045 -0.012 -0.034
C -2.185183 -4.668849 2.933969 0.017 0.038 0.006
C -2.450105 3.531981 -1.249699 -0.073 0.007 -0.087
C -2.976701 2.716110 -0.251396 0.019 -0.064 0.030
H -1.115343 -2.114950 4.912775 -0.002 0.007 0.000
H -2.606378 -5.662797 2.991365 -0.003 0.000 -0.007
H 4.325800 -0.042736 1.325674 -0.007 -0.008 0.001
H 2.723865 -2.067605 -2.812100 -0.009 0.005 0.009
H 3.181723 0.984589 -2.679095 -0.022 -0.016 0.019
H 0.479936 1.891139 -1.640775 0.004 -0.016 -0.003
H -2.084687 5.287398 -3.225526 -0.022 -0.005 -0.025
H 4.091120 -1.802792 1.228218 -0.018 0.000 -0.007
H -3.951234 2.946695 0.157636 0.001 0.011 -0.010
H 5.482827 -1.047915 0.467042 -0.010 0.000 -0.015
H 3.706839 1.742204 -1.152182 -0.014 -0.013 -0.003
H 4.393101 -2.420367 -2.388915 -0.004 0.009 0.011
H -0.714563 3.828819 -2.529078 -0.021 0.008 -0.003
H -2.637021 0.964054 0.947032 -0.023 0.015 -0.003
H -2.099867 -4.401757 5.053498 0.007 0.002 0.000
H 3.095616 -3.088909 -1.408197 -0.012 0.008 0.005
H 4.852441 0.880754 -2.162537 -0.004 -0.023 0.014
H -3.491207 6.248411 -2.963704 -0.006 -0.004 0.001



Entry 4:
50
Properties=species:S:1:pos:R:3:forces:R:3 method="wB97M-V/def2-TZVPD" charge=-1 energy_ha=-5000.65590 largest_force_ev_per_a=0.944 relative_energy_kcal_mol=25.8 mol_weight_g_mol=758.4 e_lumo_ev="1.4991 / 1.5032" orbital_gap_ev="5.7 / 7.1" spin_multiplicity=2
Pt 0.643260 -1.086946 -1.003696 -0.313 -0.164 0.588
Ge 2.948791 -1.365813 -0.657057 0.129 0.206 -0.144
Cl 3.575080 -1.979913 1.384187 0.069 -0.025 0.093
Cl 4.262415 0.425990 -0.887420 0.106 -0.036 0.041
Cl 4.145983 -2.784903 -1.843061 0.021 -0.071 -0.050
O 1.524314 -1.175965 -6.206356 0.025 0.073 0.038
O -3.515272 -1.726325 -1.370389 0.053 0.009 0.032
O 0.408609 -1.206647 2.085701 -0.202 0.279 -0.124
O 1.601184 -2.677378 -4.670232 -0.002 -0.079 0.123
O -3.443479 2.097018 -4.645453 0.173 0.186 0.200
O 1.426747 0.776804 2.107914 -0.029 0.024 0.033
O -2.039112 2.025067 -6.268995 0.242 0.190 0.152
O -1.390141 -2.005296 -0.681465 0.140 0.124 -0.241
O -0.610331 1.156712 0.096729 -0.168 0.013 -0.055
N -2.457459 1.642518 -5.191891 -0.616 -0.466 -0.543
N 1.115193 -1.695540 -5.181902 0.110 -0.067 -0.283
N 0.256902 -1.433760 4.700368 -0.018 0.023 -0.014
C 1.086864 -0.319120 4.210203 0.025 0.025 0.003
C 0.611350 0.962860 4.934525 0.005 0.004 0.013
C -0.071723 -1.107194 -4.555402 -0.231 0.033 0.276
C -2.298714 -1.687883 -1.519197 -0.067 -0.109 -0.032
C -0.571899 -1.674704 -3.388343 -0.224 -0.124 -0.528
C 0.329011 0.834214 -0.747532 0.065 -0.161 -0.188
C -1.814241 0.471191 -4.582095 0.190 0.124 0.059
C -2.396883 -0.111788 -3.469681 -0.001 0.003 0.134
C -0.803168 2.494391 0.579000 0.078 0.065 0.123
C -0.864943 -0.836411 5.436785 0.000 -0.005 -0.002
C -0.653784 -0.008487 -5.156682 0.018 -0.018 0.020
C -0.301359 0.443598 6.049194 0.015 0.005 0.000
C 1.192882 1.906299 -1.306362 -0.020 0.024 0.026
C 0.988574 -0.183138 2.691158 0.030 -0.127 0.066
C -1.761254 -1.174050 -2.852458 0.176 0.132 0.049
H 0.803582 2.920775 -1.231523 -0.018 -0.014 -0.017
H 0.046881 -1.788946 2.783069 0.163 -0.068 0.081
H -3.325126 0.259495 -3.060360 0.010 0.018 -0.009
H 0.796335 -2.036622 5.305238 0.002 0.001 0.003
H 1.447065 1.552819 5.305069 -0.002 -0.004 -0.003
H -1.265009 -1.544637 6.161152 0.003 0.000 0.003
H 0.057830 1.594716 4.238544 -0.010 -0.009 0.000
H 0.281774 0.198122 6.941012 0.001 0.000 -0.003
H -0.111164 -2.575694 -3.004239 0.056 0.049 0.107
H -0.230062 0.437231 -6.041370 0.000 0.012 -0.003
H 2.138219 1.838513 -0.760095 0.029 0.057 0.040
H -1.071052 1.160527 6.336611 0.000 -0.004 -0.008
H 1.435732 1.666344 -2.339671 0.011 -0.042 -0.001
H -1.705402 2.453533 1.181887 0.003 -0.033 0.012
H -1.664926 -0.596052 4.730630 0.001 0.000 -0.006
H 2.141704 -0.518895 4.407070 0.000 -0.026 -0.011
H 0.046989 2.785275 1.194997 0.016 -0.010 -0.030
H -0.946763 3.198092 -0.238115 -0.042 -0.019 -0.020